Molecular formula: CH5N4S
Method: DFT, the ωB97M-V functional and the def2-TZVPD basis

The geometry in XYZ format:
```
11
Properties=species:S:1:pos:R:3
N 1.041 0.002 -1.059
C -0.057 0.719 -0.222
N -1.267 -0.060 -0.435
N -1.618 -0.721 0.532
N -1.096 -0.792 1.609
S 0.485 0.682 1.508
H 0.924 0.103 -2.060
H 1.110 -0.847 -0.546
H 1.914 0.559 -0.975
H -0.150 1.671 -0.867
H -1.287 -1.315 2.515
```

gap between HOMO and LUMO	8.919	eV
SMILES	[NH3+][C@H]1N=NNS1
total charge	+1
energy	-657.920893	Ha
2S+1	1
energy relative to the best compared isomer or geometry (same formula, charge and spin)	37.90	kcal per mole

The computed Mulliken charges, all in e, follow: number 1, N, carries -0.329; number 2, C, carries -0.155; number 3, N, carries -0.319; number 4, N, carries 0.153; number 5, N, carries -0.142; number 6, S, carries -0.022; number 7, H, carries 0.366; number 8, H, carries 0.344; number 9, H, carries 0.352; number 10, H, carries 0.433; number 11, H, carries 0.319